{
  "formula": "C4H11N2O",
  "method": "ωB97M-V/def2-TZVPD",
  "molar_mass_g_mol": 103.1,
  "energy_ha": -343.386987,
  "orbital_gap_ha": 0.3023,
  "relative_energy_kj_mol": 465.2,
  "total_charge": 1,
  "e_homo_ev": -12.8,
  "species": ["C", "C", "C", "C", "N", "N", "O", "H", "H", "H", "H", "H", "H", "H", "H", "H", "H", "H"],
  "positions_angstrom": [[-0.433, -0.690, -0.419], [0.355, -0.725, 2.898], [-0.826, 0.375, -1.308], [0.472, 0.358, 1.933], [-0.337, -1.850, -0.988], [-1.105, -0.026, -2.678], [0.092, 1.581, 2.214], [0.960, -1.603, 2.457], [0.631, -0.314, 3.889], [-0.682, -1.117, 2.821], [-1.744, 0.910, -0.978], [-0.015, 1.196, -1.152], [1.156, 0.210, 0.978], [-0.249, -2.697, -0.471], [-1.482, 0.707, -3.246], [-0.788, -1.956, -1.901], [-0.272, -0.348, -3.175], [0.429, 2.361, 1.695]]
}

{
  "formula": "C4H11N2O",
  "method": "ωB97M-V/def2-TZVPD",
  "molar_mass_g_mol": 103.1,
  "energy_ha": -343.464144,
  "orbital_gap_ha": 0.4246,
  "relative_energy_kj_mol": 262.6,
  "total_charge": 1,
  "e_homo_ev": -14.8,
  "species": ["C", "O", "C", "N", "C", "C", "N", "H", "H", "H", "H", "H", "H", "H", "H", "H", "H", "H"],
  "positions_angstrom": [[0.914, -1.022, -2.369], [0.126, -1.033, -1.099], [0.386, -0.217, -0.145], [1.506, 0.422, -0.101], [-0.410, 0.030, 1.117], [-1.854, 0.243, 0.480], [0.225, 0.994, 1.975], [1.322, -1.945, -2.419], [0.205, -1.085, -3.199], [1.633, -0.208, -2.202], [1.615, 1.040, 0.860], [2.426, 0.352, -0.525], [-0.298, -0.906, 1.705], [-2.275, -0.641, 0.048], [-1.903, 0.978, -0.213], [-2.487, 0.451, 1.268], [0.216, 0.833, 2.950], [-0.241, 1.886, 1.748]]
}

{
  "formula": "C4H11N2O",
  "method": "ωB97M-V/def2-TZVPD",
  "molar_mass_g_mol": 103.1,
  "energy_ha": -343.476060,
  "orbital_gap_ha": 0.4222,
  "relative_energy_kj_mol": 231.3,
  "total_charge": 1,
  "e_homo_ev": -14.5,
  "species": ["C", "C", "C", "C", "N", "N", "O", "H", "H", "H", "H", "H", "H", "H", "H", "H", "H", "H"],
  "positions_angstrom": [[-1.285, 1.652, -0.749], [-0.456, -1.922, 0.670], [-0.743, -0.749, -0.286], [1.735, 0.160, -0.462], [-1.129, 0.477, 0.161], [1.872, 0.418, 0.771], [0.920, -0.466, -1.095], [-1.858, 2.478, -0.241], [-0.305, 2.005, -1.174], [-0.281, -1.489, 1.687], [0.404, -2.377, 0.363], [-1.103, -2.756, 0.635], [-1.216, -1.086, -1.230], [2.411, 0.654, -1.234], [1.383, -0.073, 1.483], [-0.970, 0.681, 1.098], [2.462, 1.122, 1.147], [-1.841, 1.272, -1.546]]
}

{
  "formula": "C4H11N2O",
  "method": "ωB97M-V/def2-TZVPD",
  "molar_mass_g_mol": 103.1,
  "energy_ha": -343.487881,
  "orbital_gap_ha": 0.3891,
  "relative_energy_kj_mol": 200.3,
  "total_charge": 1,
  "e_homo_ev": -14.2,
  "species": ["N", "C", "C", "C", "N", "C", "O", "H", "H", "H", "H", "H", "H", "H", "H", "H", "H", "H"],
  "positions_angstrom": [[-1.306, -0.651, 1.413], [-1.416, 0.601, 0.721], [-0.761, 0.469, -0.660], [0.756, 0.435, -0.617], [1.252, -0.311, 0.616], [1.332, -0.364, -1.836], [2.282, -1.069, -1.710], [-1.427, -1.506, 0.892], [-1.573, -0.795, 2.374], [-0.773, 1.421, 1.171], [-2.398, 1.046, 0.760], [-0.982, 1.379, -1.236], [-1.166, -0.346, -1.268], [1.402, 1.325, -0.622], [0.417, -0.582, 1.226], [1.942, -1.014, 0.301], [1.796, 0.362, 1.155], [0.622, -0.400, -2.680]]
}